# 1
ORCA calculation (wB97M-V/def2-TZVPD) on C41H43BrCaN7O4S4Te as an isolated structure in a non-equilibrium geometry.

## Properties
multiplicity	2
HOMO-LUMO gap (alpha / beta)	0.19253 / 0.19239	hartree
energy	-7384.81571	Ha
LUMO energy (alpha / beta)	3.6215 / 3.6215	eV
HOMO level (alpha / beta)	-1.62 / -1.61	eV
charge	-2
⟨S²⟩	0.7892

Geometry as XYZ:
```
102
C41H43BrCaN7O4S4Te wB97M-V/def2-TZVPD
Ca 1.685 1.854 1.641
O 5.132 5.052 7.185
C 4.429 4.842 6.220
S 5.049 4.519 4.601
C 3.524 4.324 3.752
C 2.409 4.465 4.532
S 0.784 4.330 4.018
S 2.681 4.781 6.249
S 3.706 4.010 2.059
N -1.442 2.161 0.901
N -2.239 1.904 2.051
C -1.506 1.825 3.229
N -2.261 1.617 4.354
N -0.228 1.911 3.071
N 0.681 2.025 4.228
O 1.861 1.709 3.865
O 0.303 1.677 5.359
H -2.072 2.355 0.135
H -0.877 1.343 0.642
H -2.881 1.121 1.956
H -3.122 2.145 4.348
H -1.678 1.684 5.192
C 0.974 4.445 -0.088
C 1.444 4.058 -1.354
C 2.764 4.365 -1.764
C 3.212 3.998 -3.017
C 2.369 3.329 -3.900
C 1.070 3.007 -3.510
C 0.617 3.349 -2.255
H -0.024 4.168 0.232
H 1.581 5.032 0.584
H 3.420 4.865 -1.063
H 4.231 4.223 -3.308
H 2.732 3.029 -4.875
H 0.420 2.458 -4.182
H -0.379 3.067 -1.940
C -5.500 -2.416 -5.747
C -4.418 -1.937 -4.819
C -3.430 -2.797 -4.360
C -2.426 -2.368 -3.496
C -1.392 -3.376 -3.073
C -2.380 -1.040 -3.043
Te -0.608 -0.274 -1.784
N 1.056 0.455 -0.229
C 2.331 0.297 -0.299
O 3.176 0.636 0.661
C 3.078 -0.335 -1.457
C 2.724 -0.134 -2.785
C 3.433 -0.741 -3.813
C 4.506 -1.571 -3.525
C 4.881 -1.764 -2.202
C 4.184 -1.136 -1.183
C -1.194 -1.591 -0.196
C -2.472 -1.539 0.378
C -3.572 -0.619 -0.068
C -2.805 -2.429 1.404
C -1.929 -3.400 1.851
C -2.308 -4.361 2.944
C -0.685 -3.462 1.247
C -0.299 -2.577 0.248
C 1.075 -2.746 -0.319
C -3.369 -0.172 -3.528
C -3.433 1.286 -3.143
C -4.365 -0.622 -4.393
H -5.357 -3.467 -6.002
H -5.514 -1.847 -6.679
H -6.490 -2.317 -5.295
H -3.437 -3.833 -4.688
H -1.529 -4.317 -3.607
H -1.444 -3.579 -2.002
H -0.383 -3.006 -3.269
H 1.912 0.533 -3.018
H 3.143 -0.561 -4.841
H 5.054 -2.053 -4.327
H 5.730 -2.394 -1.965
H 4.485 -1.243 -0.149
H -3.192 0.350 -0.381
H -4.296 -0.484 0.739
H -4.101 -1.028 -0.929
H -3.795 -2.360 1.845
H -3.181 -4.008 3.494
H -1.488 -4.487 3.653
H -2.547 -5.349 2.541
H 0.032 -4.207 1.581
H 1.475 -3.726 -0.050
H 1.740 -1.981 0.073
H 1.085 -2.637 -1.406
H -2.655 1.552 -2.432
H -4.402 1.527 -2.698
H -3.315 1.928 -4.019
H -5.120 0.080 -4.738
Br 4.264 -3.080 3.925
C 2.518 -2.336 3.911
C 1.598 -2.695 4.878
C 0.340 -2.123 4.807
C 0.071 -1.240 3.772
N 0.963 -0.892 2.856
C 2.179 -1.420 2.930
H 1.863 -3.388 5.665
H -0.418 -2.346 5.543
H -0.911 -0.792 3.677
H 2.898 -1.085 2.188
```

---

# 2
ORCA calculation (wB97M-V/def2-TZVPD) on C41H43BrKN6OS2 as an isolated structure.

## Properties
multiplicity	2
HOMO-LUMO gap (alpha / beta)	0.16780 / 0.19803	hartree
energy	-5962.28841	Ha
LUMO energy (alpha / beta)	3.8871 / 3.8868	eV
HOMO level (alpha / beta)	-0.68 / -1.50	eV
charge	-2
⟨S²⟩	0.7728

Geometry as XYZ:
```
95
C41H43BrKN6OS2 wB97M-V/def2-TZVPD
K -0.354 1.007 0.625
N 0.706 3.120 5.749
C 0.471 2.435 4.562
S 0.628 3.302 3.110
N 0.177 1.162 4.775
N -0.245 0.489 3.678
C -0.252 -0.794 3.771
C 0.253 -1.559 4.945
C 1.534 -1.339 5.454
C 2.002 -2.076 6.529
C 1.195 -3.038 7.126
C -0.080 -3.262 6.631
C -0.543 -2.531 5.544
C -0.798 -1.584 2.640
C -0.232 -2.819 2.317
C -0.733 -3.534 1.245
C -1.796 -3.008 0.530
C -2.289 -1.771 0.914
N -1.820 -1.073 1.941
H 1.289 3.932 5.636
H 0.930 2.513 6.524
H 2.152 -0.581 4.994
H 3.001 -1.896 6.907
H 1.561 -3.611 7.970
H -0.719 -4.009 7.088
H -1.536 -2.714 5.152
H 0.612 -3.189 2.883
H -0.283 -4.476 0.957
H -2.210 -3.516 -0.331
H -3.104 -1.310 0.365
C 3.010 -5.126 -4.174
C 3.426 -3.648 -4.202
C 3.447 -3.169 -5.661
C 4.853 -3.541 -3.659
C 2.440 -2.822 -3.379
C 2.753 -2.278 -2.139
C 1.804 -1.574 -1.431
Br 2.301 -0.854 0.268
C 0.464 -1.328 -1.867
O -0.349 -0.658 -1.163
C 0.152 -1.926 -3.141
C 1.134 -2.626 -3.827
C -1.228 -1.825 -3.816
C -2.298 -1.069 -3.022
C -1.771 -3.244 -4.065
C -1.082 -1.102 -5.166
H 3.701 -5.743 -4.760
H 2.006 -5.251 -4.585
H 2.997 -5.497 -3.148
H 4.201 -3.719 -6.234
H 3.682 -2.104 -5.710
H 2.484 -3.319 -6.149
H 5.539 -4.091 -4.308
H 4.933 -3.965 -2.656
H 5.181 -2.502 -3.613
H 3.740 -2.384 -1.709
H 0.858 -3.055 -4.785
H -2.472 -1.524 -2.049
H -3.229 -1.098 -3.600
H -2.028 -0.030 -2.848
H -1.826 -3.796 -3.124
H -1.139 -3.813 -4.749
H -2.776 -3.194 -4.495
H -0.765 -0.071 -5.005
H -2.042 -1.085 -5.691
H -0.348 -1.586 -5.812
N 0.060 3.975 -1.693
C 1.221 3.935 -1.037
C 1.825 5.286 -0.971
C 2.052 6.059 -2.121
C 2.694 7.283 -2.050
C 3.123 7.781 -0.823
C 2.901 7.029 0.324
C 2.272 5.796 0.253
H 1.718 5.674 -3.079
H 2.861 7.855 -2.957
H 3.627 8.739 -0.764
H 3.226 7.404 1.289
H 2.122 5.201 1.147
C -6.507 3.681 3.091
C -5.241 3.108 2.515
C -4.067 3.051 3.250
C -2.918 2.527 2.670
N -2.881 2.069 1.423
C -4.006 2.125 0.714
C -5.198 2.624 1.212
H -6.369 3.968 4.133
H -7.324 2.958 3.040
H -6.820 4.567 2.534
H -4.028 3.416 4.270
H -1.985 2.481 3.218
H -3.942 1.770 -0.308
H -6.076 2.651 0.577
S -2.602 3.522 -2.431
C -1.007 3.812 -2.187
```

---

# 3
ORCA calculation (wB97M-V/def2-TZVPD) on C41H43CrN8O as an isolated structure in a non-equilibrium geometry.

## Properties
multiplicity	6
HOMO-LUMO gap (alpha / beta)	0.20633 / 0.28508	hartree
energy	-3145.69890	Ha
LUMO energy (alpha / beta)	0.3014 / 0.2298	eV
HOMO level (alpha / beta)	-5.31 / -7.53	eV
⟨S²⟩	8.7604

Geometry as XYZ:
```
94
C41H43CrN8O wB97M-V/def2-TZVPD
Cr 22.496 -24.431 -2.160
C 21.761 -24.280 1.359
O 22.163 -24.184 -0.040
H 21.230 -23.359 1.601
H 21.300 -25.227 1.638
H 22.615 -24.094 2.010
N 24.375 -25.880 -1.485
C 25.099 -25.364 -0.441
C 26.134 -26.161 0.286
C 26.260 -27.463 -0.160
C 25.474 -28.050 -1.192
C 24.538 -27.228 -1.774
H 24.743 -24.383 -0.164
H 26.575 -25.756 1.184
H 27.033 -28.126 0.199
H 25.507 -29.107 -1.409
H 23.919 -27.688 -2.530
N 23.115 -30.283 1.800
C 23.254 -28.963 1.337
C 23.265 -27.819 2.123
C 23.024 -28.034 3.493
C 22.826 -29.303 3.977
C 22.906 -30.370 3.120
H 23.368 -28.764 0.281
H 23.479 -26.839 1.723
H 22.980 -27.212 4.192
H 22.693 -29.491 5.032
H 22.772 -31.384 3.467
N 16.790 -24.878 -1.412
C 15.692 -24.278 -0.892
C 15.776 -23.184 -0.036
C 17.058 -22.694 0.272
C 18.170 -23.361 -0.214
C 18.025 -24.426 -1.009
H 14.829 -24.799 -1.280
H 14.896 -22.675 0.330
H 17.183 -21.852 0.937
H 19.158 -23.000 0.032
H 18.949 -24.885 -1.329
N 26.148 -25.134 6.975
C 25.486 -24.610 5.865
C 25.464 -25.123 4.546
C 26.287 -26.250 4.293
C 26.954 -26.848 5.397
C 26.798 -26.353 6.696
H 24.828 -23.777 6.067
H 24.904 -24.631 3.764
H 26.223 -26.743 3.334
H 27.413 -27.816 5.257
H 27.384 -26.803 7.483
N 17.061 -23.467 4.875
C 18.163 -23.329 4.100
C 18.984 -22.230 3.999
C 18.631 -21.078 4.742
C 17.504 -21.097 5.513
C 16.797 -22.325 5.619
H 18.392 -24.180 3.475
H 19.766 -22.298 3.257
H 19.098 -20.116 4.588
H 17.224 -20.203 6.050
H 15.878 -22.456 6.171
N 21.036 -22.883 -2.577
C 19.897 -22.947 -3.330
C 18.974 -21.931 -3.405
C 19.219 -20.670 -2.797
C 20.342 -20.689 -1.931
C 21.249 -21.732 -1.900
H 19.713 -23.894 -3.814
H 18.154 -22.064 -4.095
H 18.479 -19.887 -2.728
H 20.579 -19.895 -1.238
H 22.022 -21.658 -1.149
N 21.249 -26.178 -2.294
C 20.804 -26.643 -3.519
C 20.139 -27.878 -3.680
C 19.979 -28.747 -2.603
C 20.401 -28.328 -1.355
C 21.068 -27.090 -1.310
H 20.986 -25.995 -4.363
H 19.723 -28.104 -4.651
H 19.620 -29.759 -2.716
H 20.292 -28.908 -0.451
H 21.326 -26.727 -0.325
N 21.816 -19.189 4.698
C 21.808 -19.377 3.337
C 22.475 -20.422 2.724
C 22.939 -21.421 3.516
C 22.855 -21.354 4.931
C 22.268 -20.213 5.439
H 21.440 -18.536 2.768
H 22.611 -20.468 1.653
H 23.338 -22.329 3.088
H 23.296 -22.161 5.499
H 22.152 -20.129 6.509
```

---

# 4
ORCA calculation (wB97M-V/def2-TZVPD) on C41H43N6OZr as an isolated structure.

## Properties
HOMO-LUMO gap	0.13496	hartree
energy	-2038.20896	Ha
LUMO energy	-10.1039	eV
HOMO level	-13.78	eV
charge	+3

Geometry as XYZ:
```
92
C41H43N6OZr wB97M-V/def2-TZVPD
Zr -0.470 -1.305 -1.825
C 2.837 -6.270 -0.740
C 2.608 -4.817 -0.314
C 3.266 -4.538 1.041
C 3.112 -3.836 -1.358
C 4.476 -3.793 -1.645
C 5.002 -2.881 -2.539
C 4.182 -1.940 -3.146
C 2.821 -1.935 -2.887
C 1.959 -0.796 -3.395
C 2.330 -0.257 -4.775
C 1.974 0.328 -2.351
C 2.302 -2.917 -2.030
N 0.866 -2.952 -1.913
C 0.239 -4.121 -2.114
C -1.143 -4.139 -2.104
C -2.126 -5.107 -2.304
C -3.365 -4.453 -2.286
C -3.124 -3.102 -2.090
N -1.776 -2.886 -1.957
C -4.029 -1.906 -2.074
C -5.490 -2.310 -2.268
C -3.855 -1.168 -0.739
C -3.589 -0.991 -3.225
H 2.428 -6.955 0.002
H 3.902 -6.485 -0.832
H 2.381 -6.498 -1.706
H 1.530 -4.677 -0.178
H 4.339 -4.727 1.004
H 2.847 -5.190 1.808
H 3.131 -3.497 1.348
H 5.140 -4.494 -1.156
H 6.062 -2.885 -2.753
H 4.620 -1.212 -3.815
H 0.898 -1.188 -3.564
H 3.300 0.236 -4.730
H 1.607 0.487 -5.109
H 2.381 -1.054 -5.514
H 3.016 0.613 -2.193
H 1.649 0.009 -1.344
H 1.423 1.215 -2.662
H 0.817 -5.016 -2.323
H -1.954 -6.163 -2.452
H -4.331 -4.912 -2.417
H -5.825 -2.971 -1.468
H -5.639 -2.816 -3.222
H -6.126 -1.425 -2.253
H -4.128 -1.798 0.107
H -4.474 -0.271 -0.718
H -2.813 -0.838 -0.579
H -3.667 -1.476 -4.197
H -2.528 -0.662 -3.114
H -4.167 -0.067 -3.235
C -0.453 9.527 6.768
O -0.179 8.160 7.087
C -0.243 7.245 6.126
C 0.039 5.927 6.527
C 0.000 4.911 5.610
C -0.320 5.169 4.267
C -0.605 6.481 3.880
C -0.568 7.515 4.792
C -0.363 4.124 3.275
N -0.722 4.274 2.002
C -0.610 3.051 1.450
C -0.173 2.105 2.375
N -0.022 2.814 3.535
C 0.026 0.750 2.038
C 0.471 -0.261 2.919
C 0.645 -1.547 2.474
C 0.377 -1.849 1.141
N -0.062 -0.925 0.282
C -0.240 0.373 0.701
C -0.692 1.332 -0.260
N -0.935 0.901 -1.540
C -1.352 1.783 -2.450
C -1.552 3.130 -2.160
C -1.317 3.578 -0.881
C -0.879 2.675 0.103
H -0.336 10.072 7.698
H -1.474 9.638 6.402
H 0.261 9.899 6.032
H 0.281 5.745 7.564
H 0.215 3.907 5.958
H -0.854 6.682 2.847
H -0.789 8.521 4.471
H 0.291 2.473 4.428
H 0.680 -0.020 3.954
H 0.990 -2.331 3.133
H 0.520 -2.850 0.755
H -1.533 1.413 -3.453
H -1.889 3.798 -2.940
H -1.461 4.616 -0.606
```

---

Which of these has the highest energy? C41H43N6OZr